{
  "formula": "C36H29Cl3N5OSTc",
  "method": "ωB97M-V with the def2-TZVPD basis set",
  "energy_ha": -3596.90259,
  "total_charge": 3,
  "s2": 3.79,
  "homo_lumo_gap_ev": [7.189, 4.730],
  "lumo_ev": [-8.31, -10.87],
  "homo_ev": [-15.5, -15.6],
  "multiplicity": 4,
  "elements": ["Tc", "C", "C", "C", "C", "C", "C", "C", "C", "C", "C", "C", "C", "C", "C", "C", "N", "H", "H", "H", "H", "H", "H", "H", "H", "H", "H", "Cl", "C", "C", "C", "C", "C", "C", "N", "C", "C", "N", "C", "O", "C", "C", "C", "Cl", "S", "C", "C", "C", "Cl", "C", "H", "H", "H", "H", "H", "H", "H", "H", "H", "H", "H", "H", "H", "N", "C", "C", "C", "C", "C", "N", "H", "H", "H", "H", "H", "H"],
  "coordinates": [[2.055, -1.285, 0.832], [5.920, -2.860, -0.317], [6.461, -3.210, 0.912], [5.773, -2.935, 2.089], [4.538, -2.305, 2.027], [3.980, -1.949, 0.784], [4.681, -2.230, -0.382], [3.668, -2.059, 3.180], [4.055, -2.172, 4.521], [3.141, -1.939, 5.506], [1.793, -1.677, 5.173], [0.786, -1.552, 6.156], [-0.521, -1.388, 5.796], [-0.868, -1.347, 4.432], [0.091, -1.430, 3.457], [1.447, -1.582, 3.807], [2.428, -1.681, 2.837], [6.464, -3.083, -1.226], [7.420, -3.710, 0.959], [6.188, -3.244, 3.041], [4.271, -1.964, -1.351], [5.078, -2.422, 4.761], [3.430, -1.979, 6.549], [1.068, -1.609, 7.201], [-1.292, -1.311, 6.551], [-1.912, -1.271, 4.153], [-0.206, -1.447, 2.416], [-3.767, -2.528, -6.576], [-3.719, -1.489, -5.214], [-4.844, -1.339, -4.411], [-4.779, -0.521, -3.296], [-3.613, 0.168, -2.968], [-3.547, 0.978, -1.700], [-3.325, 0.065, -0.475], [-2.044, -0.638, -0.453], [-1.802, -1.824, -1.115], [-0.500, -2.124, -0.901], [0.067, -1.132, -0.115], [-0.897, -0.241, 0.118], [-4.792, 1.622, -1.450], [-4.803, 3.030, -1.400], [-4.513, 3.682, -2.730], [-5.170, 3.343, -3.956], [-6.388, 2.252, -4.150], [-4.628, 4.276, -5.314], [-3.574, 5.118, -4.289], [-3.615, 4.697, -2.946], [-2.514, 0.019, -3.808], [-1.030, 0.893, -3.492], [-2.550, -0.803, -4.922], [-5.756, -1.866, -4.660], [-5.653, -0.400, -2.665], [-2.726, 1.694, -1.786], [-4.101, -0.698, -0.490], [-3.441, 0.652, 0.435], [-2.572, -2.350, -1.655], [0.059, -2.980, -1.245], [-0.803, 0.643, 0.731], [-4.115, 3.409, -0.640], [-5.815, 3.302, -1.099], [-2.953, 5.909, -4.695], [-3.018, 5.150, -2.166], [-1.683, -0.912, -5.559], [4.060, 0.988, 2.296], [3.361, 1.514, 1.283], [3.443, 2.899, 1.022], [2.774, 3.440, -0.033], [2.019, 2.599, -0.872], [1.951, 1.279, -0.565], [2.563, 0.717, 0.527], [4.731, 1.569, 2.767], [4.225, -0.002, 2.315], [4.071, 3.507, 1.661], [2.851, 4.500, -0.239], [1.519, 2.973, -1.753], [1.419, 0.600, -1.214]],
  "forces_ev_per_a": [[0.676, 0.253, 0.256], [0.052, -0.016, -0.002], [0.022, -0.004, 0.067], [0.039, 0.014, 0.053], [-0.077, -0.030, 0.083], [-0.377, 0.006, -0.178], [-0.113, 0.110, -0.109], [-0.086, -0.081, -0.151], [0.125, -0.054, 0.078], [-0.034, 0.020, 0.073], [0.014, -0.001, -0.069], [0.028, 0.006, 0.068], [-0.077, 0.025, 0.013], [0.030, 0.014, -0.010], [0.022, 0.039, -0.062], [0.097, 0.112, 0.072], [-0.127, -0.128, 0.173], [-0.031, 0.012, 0.011], [-0.032, 0.022, -0.012], [0.035, 0.023, -0.056], [0.027, 0.001, -0.002], [-0.025, -0.010, -0.010], [-0.010, -0.035, -0.038], [-0.005, -0.016, -0.047], [0.040, -0.012, -0.035], [0.045, 0.013, 0.011], [-0.006, 0.027, -0.006], [-0.016, -0.019, -0.057], [0.004, 0.044, 0.059], [-0.122, -0.032, 0.043], [0.023, -0.052, 0.020], [0.103, 0.076, -0.059], [0.155, -0.096, 0.084], [-0.160, 0.087, 0.077], [0.006, 0.121, -0.324], [-0.104, 0.016, 0.021], [0.129, 0.000, 0.133], [-0.079, 0.030, -0.173], [-0.026, -0.323, -0.037], [-0.061, -0.143, -0.090], [-0.089, -0.078, -0.111], [0.070, -0.156, -0.093], [-0.008, 0.091, -0.038], [-0.151, -0.067, 0.027], [0.076, 0.002, 0.275], [0.063, 0.127, -0.082], [0.002, 0.076, -0.031], [-0.042, 0.021, -0.054], [0.008, -0.079, 0.026], [0.117, 0.007, -0.070], [0.048, 0.004, 0.018], [0.046, -0.059, -0.019], [-0.067, 0.142, 0.154], [-0.090, 0.027, 0.122], [0.120, -0.029, 0.046], [0.031, 0.074, 0.021], [-0.008, 0.046, 0.028], [-0.012, -0.012, -0.100], [0.059, 0.090, -0.066], [-0.022, 0.016, 0.079], [-0.027, -0.060, 0.056], [0.023, 0.003, -0.102], [-0.016, 0.027, 0.028], [-0.051, -0.039, 0.050], [-0.080, -0.066, -0.048], [0.063, 0.106, 0.016], [-0.027, -0.010, -0.048], [0.023, 0.048, -0.016], [0.103, 0.019, -0.081], [-0.273, -0.199, 0.039], [0.010, 0.025, 0.030], [0.068, -0.040, -0.004], [-0.037, -0.023, -0.008], [0.004, -0.014, 0.013], [0.034, 0.001, 0.001], [-0.072, -0.040, 0.072]],
  "lowdin_charge": [1.474, -0.039, -0.022, 0.010, -0.220, -0.237, -0.085, -0.232, 0.031, 0.054, -0.133, 0.009, -0.035, -0.040, -0.037, -0.182, -0.018, 0.124, 0.127, 0.124, 0.103, 0.127, 0.142, 0.134, 0.125, 0.118, 0.066, 0.765, -0.659, -0.071, -0.051, -0.231, -0.292, -0.025, -0.034, -0.023, -0.091, -0.123, -0.151, -0.111, -0.126, -0.230, -0.877, 0.945, 1.151, -0.261, -0.048, -0.579, 0.719, -0.112, 0.123, 0.127, 0.113, 0.149, 0.146, 0.147, 0.119, 0.153, 0.145, 0.157, 0.110, 0.143, 0.116, 0.201, -0.328, 0.014, -0.017, -0.051, -0.148, -0.044, 0.134, 0.061, 0.133, 0.130, 0.112, 0.084]
}